(A)
20
Properties=species:S:1:pos:R:3 method="wB97M-V/def2-TZVPD" smiles="C=C[C@@H](O)c1sccc1C" orbital_gap_ev=9.39
S -0.83 -2.12 0.88
H -2.79 -0.89 -1.88
H -2.54 -3.12 -0.53
H 3.81 -0.09 -0.38
C -0.50 -0.47 0.47
H -0.72 2.03 -0.45
C 3.00 -0.26 0.31
C -1.24 -0.02 -0.58
H 0.97 1.92 2.24
H 1.04 -0.45 2.07
C -2.12 -1.04 -1.05
C -2.01 -2.20 -0.38
H -2.16 1.70 -1.42
H 1.74 1.25 -0.41
O 0.26 1.46 1.77
H -0.56 1.33 -2.08
C 1.89 0.44 0.30
C -1.16 1.34 -1.16
C 0.76 0.24 1.26
H 3.16 -1.06 1.02



(B)
20
Properties=species:S:1:pos:R:3 method="wB97M-V/def2-TZVPD" orbital_gap_ev="7.07 / 6.82"
C 1.37 -0.40 -0.32
S -3.43 0.65 0.12
H -1.75 -3.00 -0.19
O -0.03 0.92 -1.71
H 1.81 1.89 0.90
H 1.18 -1.12 -0.99
H 0.78 2.80 -0.15
H -3.41 -1.69 0.38
C -0.99 -2.32 -0.44
C -2.83 -0.88 0.01
C 0.73 2.00 0.55
H -0.09 -2.67 -0.66
C -2.05 1.30 -0.44
H 2.45 -0.02 -0.39
C -0.95 0.42 -0.68
H 1.27 -0.76 0.73
H -0.16 2.17 1.27
C -1.51 -1.02 -0.37
C 0.40 0.78 -0.38
H -2.22 2.39 -0.74



Q: Which of them is the most stable? A: (A).



(A)
17
Properties=species:S:1:pos:R:3 method="wB97M-V/def2-TZVPD" smiles="CC(=O)O.CO.O" orbital_gap_ev=10.42
H 0.36 -1.13 1.39
O 2.31 1.33 1.13
O -2.07 0.60 -0.38
H -3.11 -0.11 -1.96
H 0.43 0.86 -0.75
H -3.21 -1.13 -0.50
O 2.41 -0.86 0.74
C 1.46 0.60 -0.94
C 2.11 0.25 0.37
H -1.56 0.27 0.37
C -2.55 -0.51 -1.11
H 2.70 1.08 1.98
H -0.64 -0.77 2.52
H 1.51 -0.26 -1.61
H 1.95 1.46 -1.37
H -1.73 -1.13 -1.49
O -0.38 -0.56 1.61



(B)
17
Properties=species:S:1:pos:R:3 method="wB97M-V/def2-TZVPD" smiles="O=CCCO.O.O" orbital_gap_ev=10.38
H -2.12 -1.31 -1.03
O 3.13 0.85 1.25
O -2.08 2.24 -2.49
O -0.26 -1.85 -0.04
H -2.85 -0.23 -0.16
H 0.16 -1.56 1.99
C 0.90 0.06 0.70
H 1.18 0.05 -0.35
H -2.62 2.53 -3.20
H 1.59 -1.93 1.05
H -2.23 1.32 -2.24
C 1.96 0.70 1.52
H 1.62 1.21 2.44
C 0.61 -1.45 1.00
H -0.24 -2.81 -0.05
O -2.70 -0.53 -1.04
H -0.01 0.62 0.88



Q: Which of them is the most stable? A: (A).



(A)
20
Properties=species:S:1:pos:R:3 method="wB97M-V/def2-TZVPD" orbital_gap_ev="7.33 / 7.33" charge=+1
H -1.28 -0.38 4.95
C -0.08 -1.44 -2.20
H -0.50 -2.26 -2.91
C -0.77 -0.46 4.08
N -0.46 0.66 -1.08
O 1.93 2.02 1.07
C 1.29 -1.47 -1.80
C -0.83 0.12 2.90
H -1.11 2.22 0.02
H 0.20 -0.75 4.17
C 0.93 0.66 -0.69
H 1.93 -2.34 -2.24
C 1.42 1.52 0.18
H -2.30 1.41 -1.24
C 1.79 -0.41 -1.12
C -0.88 -0.32 -1.99
C -1.33 1.52 -0.75
O -0.90 0.47 1.83
H 2.94 -0.40 -0.96
H -1.99 -0.36 -2.23



(B)
20
Properties=species:S:1:pos:R:3 method="wB97M-V/def2-TZVPD" orbital_gap_ev="8.07 / 8.07" charge=+1
H -2.13 1.57 0.14
O -3.65 -0.22 1.08
C -1.60 0.60 0.19
C -0.26 0.48 -0.03
H 4.31 0.86 -1.27
C -0.41 -1.79 0.54
H 1.06 2.33 1.04
H 3.03 0.10 -2.56
N 1.28 2.44 0.05
C 1.71 -0.87 -0.16
C -2.37 -0.41 0.71
H -4.00 -1.01 1.50
H -2.29 -2.56 1.34
C 3.30 0.22 -1.51
H 0.19 1.75 -1.62
C -1.74 -1.66 0.81
H 0.11 -2.63 0.81
C 0.52 1.64 -0.58
C 0.42 -0.73 0.17
O 2.50 -0.12 -0.64



Q: Which of them is the most stable? A: (A).



(A)
16
Properties=species:S:1:pos:R:3 method="wB97M-V/def2-TZVPD" smiles="CC(C)/N=N/N[N+]#N" orbital_gap_ev="9.74 / 9.74" charge=+1
H -0.76 1.60 0.71
N 2.79 -0.71 0.11
H -1.32 -1.33 0.37
H -0.76 0.69 2.12
N 2.76 0.67 0.02
C -1.10 0.71 1.07
C -1.45 -0.14 -1.26
H -1.48 0.89 -1.49
C -0.79 -0.47 0.10
N 1.51 -1.24 0.13
H -2.13 0.77 1.10
H -0.78 -0.56 -2.14
N 0.59 -0.46 0.07
H 3.55 -1.21 0.57
H -2.42 -0.51 -1.35
N 1.80 1.30 -0.12



(B)
16
Properties=species:S:1:pos:R:3 method="wB97M-V/def2-TZVPD" orbital_gap_ev="7.81 / 7.80" charge=+1
H 2.11 0.15 1.53
N 0.03 1.39 -0.33
H -1.60 -2.36 0.45
H -2.96 -1.63 -0.29
N 2.58 -0.07 0.63
C -2.02 0.81 0.08
C 0.37 0.17 -0.59
N -2.14 -1.51 0.21
C 1.67 -0.45 -0.41
H 1.45 -1.52 -0.41
H 0.70 2.20 -0.29
H 3.25 0.72 0.38
N -1.17 1.86 -0.06
N -1.56 -0.39 0.28
H -3.06 0.92 0.21
H 2.34 -0.30 -1.39



Q: Which of them is the most stable? A: (B).



(A)
82
Properties=species:S:1:pos:R:3 method="wB97M-V/def2-TZVPD" orbital_gap_ev="6.11 / 6.11" charge=-1
C 3.86 1.75 -3.64
N -3.30 0.51 -1.68
C 7.17 -1.78 -1.76
C 6.90 -0.46 -1.40
H 0.56 -1.91 -3.26
H -2.27 -1.61 5.00
As 2.59 -0.29 -1.92
H -2.08 2.57 4.07
H 2.71 -3.73 3.08
H 4.63 1.02 -3.82
H 1.12 4.40 -3.06
H -4.23 4.25 0.41
Pt -0.68 -0.04 -1.87
C -1.25 3.07 -0.58
C 3.94 2.98 -4.27
C 0.74 -2.13 0.85
C -3.01 1.65 -1.11
H -0.99 2.05 1.95
C 4.85 -2.09 -2.26
C -2.14 3.98 -0.02
N -3.92 2.48 -0.57
O -4.62 -1.47 -2.24
H -4.26 -2.41 2.66
H -1.81 4.92 0.40
C 0.70 -3.09 -0.15
C 1.46 -2.37 2.01
C 4.55 -0.79 -1.89
C -5.96 0.47 0.74
C -1.88 1.53 3.81
H 5.41 1.05 -1.19
C 2.11 -4.52 1.17
H 1.50 -1.62 2.79
C 6.14 -2.59 -2.19
H 2.65 -5.45 1.30
C 1.91 3.67 -3.22
H 3.04 4.91 -4.55
H -1.21 -2.15 2.86
C 2.97 3.95 -4.06
C -1.26 1.23 2.61
H 0.16 -2.89 -1.07
C 5.60 0.02 -1.46
H 3.05 -0.62 0.50
C -0.39 -1.42 -3.05
H 1.37 -5.03 -0.77
H -6.43 1.26 0.19
H -6.09 -0.03 4.64
H 3.47 1.04 0.09
C 1.82 2.43 -2.59
C 2.68 0.28 0.00
H -1.24 -2.02 -3.38
C -4.73 -1.60 2.12
H 6.34 -3.61 -2.49
H 1.09 1.73 0.29
H 8.18 -2.16 -1.71
C 2.80 1.47 -2.78
C 1.42 0.77 0.71
N -5.82 -0.90 4.18
H -5.03 -1.30 4.66
C -2.00 -0.81 4.33
C -4.51 -1.44 0.77
N -1.64 1.91 -1.09
H 0.95 2.19 -1.99
As -0.15 -0.43 0.51
C -2.24 0.51 4.68
H -0.19 3.29 -0.61
H -2.72 0.74 5.62
C -0.99 -0.09 2.25
S -4.76 -0.16 -1.66
H 1.63 0.93 1.77
H 7.70 0.18 -1.06
H -6.87 0.99 2.62
C -6.20 0.31 2.10
C -5.58 -0.72 2.81
C -3.47 3.61 -0.03
H -3.86 -2.12 0.23
C 2.15 -3.56 2.17
C -1.39 -1.11 3.12
H 4.04 -2.74 -2.59
C -5.12 -0.40 0.08
O -5.80 0.69 -2.20
C 1.39 -4.29 0.02
H 4.77 3.18 -4.94



(B)
82
Properties=species:S:1:pos:R:3 method="wB97M-V/def2-TZVPD" orbital_gap_ev=6.27 charge=-1
H -0.31 -6.01 -1.01
C 3.81 5.53 1.39
H -0.41 0.42 1.70
C 2.70 1.79 -2.48
C -2.73 -1.61 0.46
C -0.51 -1.69 -2.92
C 3.19 0.55 -2.88
H 0.45 -0.61 0.13
C 3.28 -0.15 -0.58
C 0.81 -3.44 0.64
C -1.35 0.53 -2.51
H 5.71 6.35 1.98
C 5.09 5.46 1.93
C -3.73 -1.61 -0.50
H -5.55 0.87 1.50
H 1.95 -5.76 -2.12
C -0.75 0.54 -1.26
H -5.43 3.63 -1.78
H 3.25 0.53 3.92
S -1.05 -2.73 2.29
H 3.32 0.34 -3.93
H 2.45 2.54 -3.22
H 6.57 4.18 2.82
As -0.89 2.17 -0.18
H 0.77 1.97 3.31
H 0.67 -2.54 -1.34
C 3.02 4.39 1.32
N -5.37 -2.83 -1.82
H -5.34 -2.04 -2.45
C -1.24 -0.58 -3.34
C -0.49 1.51 1.64
H 2.15 3.04 -0.84
C 2.52 2.06 -1.13
C -3.53 2.99 -1.01
H -4.04 -0.68 -0.95
H -2.57 -4.90 1.16
C -4.33 -2.81 -0.87
As 2.47 1.40 1.71
C 2.43 -4.09 -0.82
C 0.10 -1.68 -1.68
C -5.65 2.25 -0.15
H 0.78 3.23 2.08
O -1.10 -3.98 3.00
Pt 1.81 -1.04 2.21
H -2.97 3.60 -1.71
C 0.75 2.15 2.23
O -1.30 -1.51 3.02
C -4.99 1.47 0.79
H 4.31 -0.07 2.57
C 3.49 -0.41 -1.92
C -3.92 -4.00 -0.26
H -0.43 -2.56 -3.56
H -1.93 1.38 -2.85
H -1.73 -0.58 -4.31
H 2.03 4.48 0.90
H -6.74 2.26 -0.17
C -0.02 -0.57 -0.85
C 5.57 4.25 2.39
H -2.26 -0.68 0.75
C -2.86 2.20 -0.08
C 4.77 3.11 2.32
C -2.91 -3.99 0.69
H 3.86 -1.38 -2.23
H -3.11 0.83 1.57
N 0.39 -2.52 1.55
C 3.49 3.16 1.78
H 5.15 2.17 2.70
C 0.39 -5.22 -0.71
N 2.05 -3.27 0.14
H 3.42 -0.93 0.17
H -4.39 -4.93 -0.54
C 3.30 0.19 2.88
H -5.44 -3.69 -2.32
N -0.02 -4.43 0.25
C -3.60 1.45 0.83
C -2.31 -2.79 1.05
C -4.92 3.01 -1.05
H -1.35 1.80 2.24
H 3.43 -3.93 -1.21
C 2.79 1.09 -0.18
H 3.43 6.48 1.03
C 1.62 -5.10 -1.33



Q: Which of them is the most stable? A: (B).



(A)
13
Properties=species:S:1:pos:R:3 method="wB97M-V/def2-TZVPD" orbital_gap_ev=8.88
H -0.68 -0.72 1.97
H 0.92 -0.71 -1.98
I -1.63 0.75 -2.46
H -0.20 0.93 1.75
H 1.60 0.75 -0.72
H 0.99 -0.20 1.67
C 1.11 -0.22 -0.83
H 1.86 -0.91 -0.32
C -0.20 -0.17 -0.11
C -0.05 -0.06 1.42
N -1.02 0.97 -0.52
H -0.57 -1.14 -0.21
H -2.13 0.73 0.33



(B)
13
Properties=species:S:1:pos:R:3 method="wB97M-V/def2-TZVPD" orbital_gap_ev=8.39
C 0.77 0.39 -1.48
I 0.45 0.93 2.64
C 0.24 -0.96 0.32
C -1.25 -0.61 0.09
H -1.58 -1.40 -0.71
H -0.11 0.84 -1.27
H 0.90 2.76 3.22
H -1.82 -0.85 1.09
H 0.36 -1.87 0.98
H 0.64 -0.01 -2.42
H 1.70 1.02 -1.68
N 1.09 -0.57 -0.52
H -1.39 0.34 -0.25



Q: Which of them is the most stable? A: (B).



(A)
16
Properties=species:S:1:pos:R:3 method="wB97M-V/def2-TZVPD" smiles=CC[N+]#C[C@H](C)I orbital_gap_ev=8.80 charge=+1
H -2.67 1.72 0.52
C 1.67 -2.46 -0.66
H -0.25 -2.21 0.33
C -0.44 2.12 0.37
H -2.11 1.59 -1.13
H -0.44 2.29 1.45
C -0.06 0.54 0.42
H 2.65 -2.55 -0.19
C 0.73 -1.91 0.57
N 0.54 -0.46 0.68
H 1.83 -1.70 -1.43
H 1.03 -2.43 1.48
C -1.96 2.16 -0.25
I 0.67 3.39 -0.77
H -2.23 3.17 -0.44
H 1.04 -3.26 -0.95



(B)
16
Properties=species:S:1:pos:R:3 method="wB97M-V/def2-TZVPD" orbital_gap_ev=7.69 charge=+1
H -1.42 -2.81 1.04
C 0.07 0.72 0.50
H 0.75 -0.35 -1.39
H -0.89 0.02 -1.26
N -0.16 -1.56 -0.02
C 1.02 1.79 0.19
H -0.88 1.10 0.71
H 3.01 2.37 -0.44
C -1.26 -2.10 0.28
C 2.33 1.64 0.01
H 0.78 -1.82 0.16
H 0.57 2.72 -0.12
H -2.07 -1.58 -0.03
C -0.08 -0.29 -0.71
H 0.31 0.15 1.41
I 3.22 -0.22 0.00



Q: Which of them is the most stable? A: (B).



(A)
11
Properties=species:S:1:pos:R:3 method="wB97M-V/def2-TZVPD" orbital_gap_ev=10.89 charge=+1
N 0.54 0.02 -0.24
H 0.13 1.55 -1.35
H -0.66 -1.77 -0.81
C -2.18 0.50 0.16
N 0.76 1.24 -0.65
C 1.06 -0.93 0.68
C 0.06 -1.11 -0.36
O -3.19 0.97 0.15
H 0.63 1.90 0.21
H 0.78 -0.93 1.75
H 2.07 -1.44 0.45



(B)
11
Properties=species:S:1:pos:R:3 method="wB97M-V/def2-TZVPD" orbital_gap_ev=8.11 charge=+1
C 0.30 0.83 0.93
N -0.84 1.20 0.49
H -1.25 2.05 0.83
C 0.48 -0.88 -0.64
N -0.89 -0.62 -0.88
H 0.59 -1.92 -0.41
H -1.53 -1.22 -1.41
O 0.93 -0.24 0.59
H 0.83 -0.34 -1.56
C -1.59 0.34 -0.38
H 0.71 1.92 2.40



Q: Which of them is the most stable? A: (A).



(A)
20
Properties=species:S:1:pos:R:3 method="wB97M-V/def2-TZVPD" spin_multiplicity=2 s2=0.757 orbital_gap_ev="10.45 / 9.52" charge=+1
C -0.63 -1.21 -0.68
H 1.82 2.11 -0.78
H 1.80 -1.54 0.28
H 2.58 1.97 0.80
H -1.32 1.84 0.47
H -1.06 -2.48 1.06
C -1.16 1.26 -0.44
H -2.21 -1.15 0.85
C 1.64 1.82 0.27
H -1.03 -1.19 -1.71
H -2.26 -2.53 -0.21
C 1.14 0.42 0.13
H -0.87 1.95 -1.24
H 2.33 -0.47 1.47
N 1.97 -0.58 0.53
C -1.58 -1.86 0.33
C -0.17 0.16 -0.31
H 0.86 2.48 0.69
H 0.27 -1.82 -0.77
H -2.11 0.81 -0.74



(B)
20
Properties=species:S:1:pos:R:3 method="wB97M-V/def2-TZVPD" spin_multiplicity=2 s2=0.756 orbital_gap_ev="9.43 / 8.40" charge=+1
C -1.30 -0.99 1.03
H -1.53 -0.18 1.74
H -1.68 0.03 -2.18
H -0.24 1.94 -0.10
H -1.70 -2.17 -2.71
H 2.31 2.35 -0.08
H -2.23 -1.52 0.77
H 3.31 1.41 1.02
C 1.40 0.57 0.62
N -1.49 -2.03 -1.73
H 1.78 -0.39 0.27
C -1.33 -0.70 -1.46
H -0.43 -1.54 1.38
C -0.82 -0.28 -0.22
H 0.53 0.96 -1.19
C 2.30 1.78 0.86
H -1.97 -2.71 -1.16
H 1.08 0.25 1.64
C 0.12 0.89 -0.18
H 1.90 2.33 1.70



Q: Which of them is the most stable? A: (A).



(A)
20
Properties=species:S:1:pos:R:3 method="wB97M-V/def2-TZVPD" orbital_gap_ev=8.98 charge=+1
H 1.39 -2.07 0.39
N 1.57 -1.16 0.22
O -1.56 -1.69 -0.27
H -0.53 0.96 -1.31
H 3.48 1.38 -0.28
H -2.26 1.05 -1.29
H 3.84 -1.04 0.35
C 0.62 -0.21 0.10
C -1.84 0.43 1.19
C 2.68 0.70 -0.22
H -2.23 -2.10 0.27
H 0.81 1.94 -0.02
H -1.34 0.02 1.97
H -1.65 1.44 1.12
H -1.46 -0.23 -2.06
C 1.26 0.95 -0.18
H -2.86 0.21 1.25
C 2.80 -0.64 0.05
C -1.28 -0.38 0.00
N -1.43 0.44 -1.27



(B)
20
Properties=species:S:1:pos:R:3 method="wB97M-V/def2-TZVPD" smiles="OC1=[N+]2CCC[C@@H](C2)N1" orbital_gap_ev=9.07 charge=+1
C 0.79 1.43 0.43
H 1.75 1.55 1.00
H -0.01 -0.15 -2.55
H -2.04 0.97 0.49
C -1.12 -0.60 -0.70
H 0.46 -0.18 1.74
H -2.03 -0.49 1.44
O 2.30 -1.39 -0.03
C -0.23 0.39 -1.56
N -0.14 -1.61 -0.65
H -0.15 -2.47 -0.13
C -1.42 0.12 0.70
H -0.33 1.34 2.36
H 0.48 2.41 0.16
H -0.67 1.34 -1.75
H 2.23 -2.41 -0.05
C -0.13 0.69 1.45
H -1.94 -0.74 -1.36
C 1.23 -0.70 -0.26
N 0.98 0.50 -0.73



Q: Which of them is the most stable? A: (A).